{
  "formula": "C47H96Br3F12O28P5",
  "method": "ωB97M-V with the def2-TZVPD basis set",
  "symbols": ["C", "C", "O", "C", "O", "C", "F", "F", "F", "H", "H", "H", "H", "H", "C", "C", "O", "C", "O", "C", "F", "F", "F", "H", "H", "H", "H", "H", "C", "C", "O", "C", "O", "C", "F", "F", "F", "H", "H", "H", "H", "H", "C", "C", "O", "C", "O", "C", "F", "F", "F", "H", "H", "H", "H", "H", "C", "Br", "Br", "Br", "H", "C", "C", "O", "P", "O", "O", "C", "C", "O", "C", "C", "H", "H", "H", "H", "H", "H", "H", "H", "H", "H", "H", "H", "H", "H", "H", "C", "C", "O", "P", "O", "O", "C", "C", "O", "C", "C", "H", "H", "H", "H", "H", "H", "H", "H", "H", "H", "H", "H", "H", "H", "H", "C", "C", "O", "P", "O", "O", "C", "C", "O", "C", "C", "H", "H", "H", "H", "H", "H", "H", "H", "H", "H", "H", "H", "H", "H", "H", "C", "C", "O", "P", "O", "O", "C", "C", "O", "C", "C", "H", "H", "H", "H", "H", "H", "H", "H", "H", "H", "H", "H", "H", "H", "H", "C", "C", "O", "P", "O", "O", "C", "C", "O", "C", "C", "H", "H", "H", "H", "H", "H", "H", "H", "H", "H", "H", "H", "H", "H", "H"],
  "coordinates": [[-2.96459, 5.99706, 3.16416], [-4.04321, 7.00927, 3.40546], [-4.95163, 6.56121, 4.52186], [-5.77748, 5.56854, 4.14216], [-5.96895, 5.19152, 3.03969], [-6.55068, 4.87437, 5.24544], [-7.85240, 5.13949, 5.12709], [-6.40550, 3.54184, 5.15265], [-6.18450, 5.22271, 6.45282], [-2.13416, 5.86423, 3.85085], [-2.49814, 6.03365, 2.19109], [-3.47240, 5.04621, 3.12319], [-4.58950, 7.10774, 2.48819], [-3.71473, 7.97430, 3.78369], [0.79109, -1.60867, 0.87470], [0.69636, -1.31561, -0.64039], [-0.57303, -0.69331, -0.96722], [-0.63908, 0.63335, -1.05405], [0.24706, 1.40874, -0.91170], [-2.10671, 1.07951, -1.21580], [-2.38101, 1.22179, -2.51820], [-2.93822, 0.21903, -0.76675], [-2.35454, 2.29328, -0.60936], [0.87022, -0.78225, 1.56903], [1.66749, -2.30283, 1.00385], [-0.09320, -2.22814, 1.19939], [0.64860, -2.13270, -1.33605], [1.53485, -0.65299, -1.01365], [0.63000, 3.73578, 2.84679], [0.12708, 2.43069, 2.39044], [-1.27246, 2.34725, 2.96127], [-1.81590, 1.17972, 2.83773], [-1.31585, 0.16990, 2.40710], [-3.22557, 1.07501, 3.50490], [-3.55364, 2.15227, 4.18156], [-4.27400, 0.86424, 2.68232], [-3.15669, 0.07848, 4.38213], [1.71179, 3.66127, 2.90097], [0.34039, 3.99226, 3.83248], [0.42095, 4.54818, 2.11410], [0.72319, 1.58436, 2.71480], [0.00592, 2.31890, 1.30460], [7.45455, -5.87355, -1.61111], [6.94892, -6.77288, -0.45358], [6.34607, -5.92552, 0.57974], [5.10946, -5.54841, 0.36663], [4.41499, -5.77950, -0.57433], [4.60406, -4.55403, 1.49551], [5.29796, -4.61930, 2.63305], [4.84637, -3.30657, 0.99905], [3.28448, -4.57150, 1.71046], [6.56709, -5.42270, -2.03120], [7.93139, -6.37094, -2.45601], [8.17721, -5.11585, -1.30324], [7.63779, -7.42133, 0.07022], [6.07512, -7.40605, -0.78437], [-2.08218, 6.51781, -2.22914], [-1.21255, 8.17109, -2.66967], [-3.06864, 6.57306, -0.62054], [-0.86172, 4.99374, -2.38337], [-2.84150, 6.42132, -2.96673], [4.82030, -1.70258, -2.83873], [3.95205, -1.07727, -3.90912], [2.82719, -1.88505, -4.26896], [1.57810, -1.27702, -5.11732], [1.01036, -0.00146, -4.63545], [1.95975, -1.20994, -6.60914], [2.50860, -2.34727, -7.32926], [2.48734, -2.02900, -8.77201], [0.63010, -2.55566, -5.13071], [0.08495, -2.95166, -3.84508], [-1.14964, -3.88617, -4.07086], [5.84329, -1.43029, -2.87217], [4.55160, -1.51919, -1.79667], [4.72361, -2.79306, -2.86098], [3.66476, -0.05854, -3.67562], [4.57796, -0.95636, -4.81748], [3.55919, -2.52416, -7.00967], [1.90712, -3.27175, -7.20059], [2.80346, -2.82481, -9.41062], [1.47249, -1.79284, -9.17012], [3.10510, -1.14565, -9.01041], [0.83333, -3.62339, -3.39088], [-0.23850, -2.06581, -3.25983], [-1.60211, -4.33360, -3.15539], [-2.01223, -3.34025, -4.51199], [-0.88232, -4.66749, -4.77400], [0.92599, -6.58030, -0.60362], [0.12915, -5.29817, -0.44094], [-0.65865, -5.40634, 0.84033], [-2.19139, -5.07833, 0.77759], [-2.74766, -5.11110, -0.59263], [-2.84030, -6.13182, 1.72791], [-2.55167, -6.09561, 3.15282], [-3.34943, -7.20967, 3.83026], [-2.31122, -3.71802, 1.45565], [-3.12325, -2.59977, 1.01311], [-4.38507, -2.41707, 1.89889], [1.69717, -6.47190, -1.39880], [1.53321, -6.80207, 0.27526], [0.34790, -7.47110, -0.76717], [0.76048, -4.40420, -0.28504], [-0.54986, -5.17511, -1.28086], [-1.48878, -6.24059, 3.33377], [-2.83980, -5.11846, 3.58549], [-3.14080, -7.23267, 4.93952], [-4.43681, -7.15930, 3.71055], [-2.99280, -8.16450, 3.47020], [-2.45526, -1.72117, 0.96645], [-3.51978, -2.81241, -0.01411], [-4.84120, -3.35984, 2.07306], [-4.09365, -2.07167, 2.90199], [-5.12785, -1.77964, 1.45502], [6.20503, -0.77964, 3.77100], [4.90353, -1.60423, 3.61262], [4.02808, -1.22507, 4.69278], [2.53706, -0.81975, 4.50730], [2.24926, 0.15915, 3.46556], [1.80958, -2.20687, 4.40598], [0.40399, -2.46486, 4.35729], [0.19860, -3.94308, 4.43822], [2.15711, -0.42784, 6.02274], [1.50217, 0.83658, 6.33244], [0.02288, 0.67252, 6.50373], [5.88383, 0.24819, 3.94973], [6.86289, -1.08429, 4.60617], [6.84522, -0.70967, 2.86818], [4.44136, -1.50861, 2.66693], [5.11076, -2.67688, 3.68117], [0.02975, -1.91098, 5.24742], [0.06864, -2.09687, 3.36844], [0.62104, -4.40531, 3.52918], [0.65382, -4.28256, 5.36888], [-0.89363, -4.11645, 4.42685], [2.03460, 1.31219, 7.20261], [1.71590, 1.51542, 5.49139], [-0.43858, 1.63656, 6.84139], [-0.47547, 0.46394, 5.57100], [-0.15503, -0.11050, 7.20378], [-5.46451, 3.38946, -0.08864], [-5.40178, 3.79771, -1.58294], [-6.72985, 4.26227, -1.91481], [-7.08595, 4.71147, -3.36146], [-6.22093, 5.64187, -4.09512], [-7.23443, 3.25039, -4.04298], [-7.11613, 3.26235, -5.54415], [-7.01368, 1.78247, -6.06633], [-8.62908, 5.13130, -3.26039], [-9.53924, 4.26015, -2.46292], [-9.62201, 4.75402, -1.03212], [-6.20978, 2.58463, -0.05710], [-4.56266, 2.88446, 0.23698], [-5.80592, 4.14706, 0.56719], [-4.70980, 4.64143, -1.77150], [-5.04868, 2.92498, -2.15099], [-8.01953, 3.69574, -6.03869], [-6.24513, 3.87837, -5.86855], [-5.99101, 1.48087, -6.22710], [-7.36538, 1.09703, -5.28146], [-7.56817, 1.72215, -6.96746], [-10.52029, 4.24516, -3.01060], [-9.18130, 3.24545, -2.46545], [-9.76388, 5.80846, -1.00442], [-10.42943, 4.34253, -0.40114], [-8.67631, 4.55933, -0.60999], [8.82814, 2.57911, 0.07636], [8.19272, 3.13872, -1.17718], [6.75184, 2.96320, -1.23844], [6.05307, 1.60488, -1.34703], [6.99866, 0.62493, -1.85086], [5.59229, 1.18233, 0.11130], [4.43185, 1.86396, 0.64843], [3.16263, 1.14376, 0.34142], [4.78062, 1.87026, -2.14888], [4.83009, 2.77993, -3.31985], [3.55940, 3.70416, -3.41574], [9.89279, 2.67481, -0.10930], [8.63910, 3.17188, 1.00320], [8.53302, 1.52882, 0.29728], [8.42013, 4.19212, -1.37371], [8.60346, 2.56322, -1.99242], [4.68375, 1.72603, 1.67325], [4.33792, 2.91405, 0.39502], [2.93100, 1.05536, -0.70582], [3.10627, 0.15086, 0.75730], [2.30519, 1.71343, 0.73430], [5.69276, 3.40637, -3.16699], [4.85619, 2.20620, -4.22329], [3.44864, 4.19953, -4.39293], [2.70063, 3.05803, -3.31808], [3.49969, 4.51438, -2.60429]],
  "atomic_forces_ev_per_a": [[0.2692, -1.1289, 0.0192], [0.1191, 0.2154, 1.2635], [0.0697, -0.7865, -1.0300], [0.7529, 1.0547, 0.5877], [-0.0630, -0.3687, -1.6482], [-0.4671, -0.6335, 0.4933], [-0.3020, 0.1614, -0.2607], [0.1424, 0.1755, -0.2554], [0.4835, 0.4512, 1.0488], [-0.2248, 0.5134, 0.5688], [-0.0537, 0.6372, -0.4516], [-0.0881, -0.5899, 0.0581], [-0.6651, 0.2525, -0.1863], [0.0696, -0.0303, -0.2029], [-0.2167, -2.2985, -0.7511], [0.8511, 1.6373, 0.1205], [-0.5340, 0.8715, -0.1129], [-0.2874, -0.8853, 1.0691], [0.6615, 0.6860, -0.1901], [0.6508, 1.8659, -1.0778], [0.1840, 0.4237, -0.3618], [-1.5614, -1.4978, 1.3771], [0.5750, -1.1739, -0.3992], [0.1695, 0.4278, -0.3672], [-0.5483, 0.7516, 0.0207], [0.6772, 0.6090, -0.4437], [0.4093, -0.9654, 0.4580], [-0.9455, -0.6018, 0.5723], [1.3559, 1.1251, -1.5618], [-1.4342, -0.6941, -0.3140], [0.8103, 0.1639, -0.4991], [-0.5493, -1.1803, 0.1868], [-0.1657, 0.2925, -0.3317], [-0.4517, 0.2586, -0.1361], [0.1450, 1.1994, 0.5941], [0.8777, -0.4373, -0.3348], [-0.0653, -0.6719, 0.0928], [0.3414, 0.0606, -0.1213], [-0.6633, 0.2366, 0.8998], [-0.1363, -0.4164, 0.7379], [-0.1972, -0.1423, 0.4621], [0.0608, 0.2978, 0.2730], [-0.0512, -0.4556, 0.4289], [-1.5355, -0.1786, -1.0221], [0.5383, -0.0100, 0.2977], [-0.5703, 0.6605, 0.7517], [-0.2818, -0.1997, -0.2142], [0.5073, 1.1584, -0.8896], [-0.5336, -0.6760, -0.0803], [0.1272, -0.2569, -0.1505], [0.6174, -0.7968, 0.1913], [-0.1268, 0.4845, -0.0571], [-0.0630, -0.6220, 0.3118], [-0.2788, 0.0069, 0.3285], [0.4165, 0.2774, -0.0041], [1.1737, 0.4525, -0.0697], [0.5596, -0.2315, -0.5172], [0.1665, 0.0815, 0.2013], [0.0252, 0.0583, 0.8096], [-0.4728, 0.4965, 0.2144], [-0.2719, -0.3833, -0.6978], [-1.3127, -1.2612, 0.9859], [1.2361, 0.6495, -0.9583], [-0.8909, 0.3324, -0.2524], [-0.3736, 0.0132, 1.7369], [0.5935, -0.9004, -0.0005], [0.8976, -0.4293, -1.4878], [0.2324, -0.7528, 0.2718], [-0.7816, 1.8424, -1.5612], [-0.3684, 0.2894, 0.8001], [-1.2991, -1.5287, -0.0706], [-0.6935, 1.0295, -0.1453], [0.9636, 0.4013, -0.4966], [-0.5119, 0.5948, -0.0607], [0.2276, -0.0353, -0.5310], [-0.4528, 0.0983, 0.3875], [-0.2346, -0.2368, 0.2457], [-0.7392, 0.0766, 0.1279], [0.2728, 0.6790, 0.5864], [0.5613, -0.8021, -0.0777], [0.4737, -0.0706, 0.6753], [-0.1458, -0.3385, 0.1533], [-0.0056, 0.8709, 0.3502], [0.6008, -0.5158, -0.2563], [0.8501, 0.3159, -0.3310], [0.6777, -0.0821, 0.0564], [0.0844, -0.2319, 0.0145], [1.4549, 0.4921, 0.0883], [0.0567, -0.3514, 1.2169], [1.1116, -0.1560, -1.0417], [-0.4169, -1.1703, -3.0628], [0.0536, -0.1207, 0.6322], [-0.1348, -0.2589, 1.3337], [-0.9915, -0.0727, 0.4964], [0.4826, -0.0123, 1.1069], [-0.2986, 2.4866, 1.4837], [-1.3482, 0.1127, -1.0155], [1.9698, 0.1184, 0.7020], [-0.7203, 0.0142, 0.1955], [-0.1056, 0.2673, 0.2534], [-0.6183, -0.1270, -0.3426], [-0.1692, -0.5197, -0.2804], [-0.1338, 0.2144, 0.1974], [0.1225, -0.0361, -0.2085], [0.0942, -0.3073, -0.4726], [-0.1468, 0.2953, -1.0599], [0.2948, 0.2323, -0.2143], [-0.0806, -0.3188, -0.2633], [-0.4371, -0.4549, 0.2428], [0.7794, 0.0302, 0.7047], [-0.4467, -1.0782, -0.1366], [-0.1810, 0.2704, -0.3262], [-0.0491, 0.5094, -0.2325], [-0.0810, 0.3590, -0.4111], [1.7067, -0.4671, 1.0204], [0.5037, -0.2265, -0.0498], [-0.7093, -0.6771, 1.7491], [-0.2325, 0.5938, -0.4389], [1.1565, -0.7412, -0.6664], [0.2278, 1.2321, -0.1688], [-0.5130, 0.0992, -0.2597], [-0.2505, 0.7615, -0.3234], [1.4353, 0.9707, -0.5504], [-0.1731, 1.4249, 0.1728], [0.1038, 0.0554, 0.1519], [-0.6335, -0.0799, -0.3010], [-0.5648, -0.4701, 0.2683], [-0.5845, 0.7547, -1.0096], [-0.0933, 0.2883, 0.4557], [-0.5594, -0.3888, -0.8362], [-0.3929, 0.1953, 0.8593], [-0.0316, -0.0647, 0.5754], [-0.0782, -0.4536, -0.2034], [0.5281, -0.1096, 0.1690], [-0.6548, -0.8864, -0.5423], [-0.1547, -0.1134, 0.1786], [0.4729, -0.8114, 0.0514], [-0.0272, -0.3869, -0.4614], [-0.4699, -0.5216, 0.6306], [-0.4041, -1.3935, -1.7471], [0.8143, 0.4690, 1.3672], [0.5063, -0.1653, 0.6483], [-1.4020, -1.0010, -1.5261], [-0.2477, -0.0713, 0.5716], [0.8013, 0.5624, -2.1807], [-0.0950, -0.8316, -0.1872], [0.5261, 1.1304, 2.0423], [0.0604, -0.3027, 1.0139], [-0.9202, 0.5221, -0.7458], [-0.8670, -0.0724, -0.3695], [-0.1125, 0.1421, 0.1071], [0.3839, 0.4308, 0.0828], [0.0024, 0.9413, 0.5954], [-0.3106, -0.5406, 0.1434], [-0.5992, 0.2965, -0.2716], [0.4753, -0.0294, 0.9553], [-0.6128, -0.4791, 0.5716], [0.4205, 0.0895, -0.2520], [-0.3836, 0.2475, -0.4218], [-0.5367, -0.4112, -0.7858], [0.9608, 0.3484, 0.4822], [0.3526, -0.3830, -0.2318], [-0.1439, 0.9953, -0.1532], [0.3651, -0.2988, -0.5823], [0.9690, -0.2671, 0.9144], [-0.3591, 0.4658, 1.1290], [-0.3001, -0.7552, -0.0961], [0.7565, 3.0904, 0.5826], [1.9517, -2.3550, 1.2205], [0.4845, -1.1786, -0.7396], [-0.6429, 0.6860, -1.3154], [0.1581, -0.9943, 0.5470], [-1.1785, 0.2130, -0.0079], [-2.0960, 1.3013, -1.7396], [-1.3959, 1.3824, 0.7306], [0.4908, 0.1720, 1.3612], [0.3280, -0.3893, 0.1496], [-0.1354, -0.2751, -0.7291], [0.3257, 0.6945, -0.4923], [-0.3389, -0.1621, 0.3543], [0.0341, -0.1419, -0.4596], [-0.4445, 0.5955, 1.1950], [0.5129, 0.2063, -0.2421], [0.2826, 0.1456, -0.5726], [0.2042, -0.3120, 0.3836], [0.3342, -0.1731, 0.1269], [0.4123, -0.0079, -0.3841], [0.3742, -0.5978, -0.2830], [0.4952, -0.2559, 0.2731], [-0.4708, -0.1327, 0.1378], [0.2779, -1.2856, -1.0880]],
  "total_energy_ev": -396821.0975,
  "charge": 0,
  "multiplicity": 1
}